This record from the Open Molecules 2025 dataset describes the molecule C5H5NO at a distorted geometry. The level of theory is ωB97M-V/def2-TZVPD.

Results
* DFT total energy: -323.4559 hartree
* ΔE to the lowest compared entry with this formula, charge and spin: 40.04 kcal/mol
* molar mass: 95.10 g/mol
* LUMO energy: 0.36 eV
* Kohn-Sham gap: 10.85 eV
* HOMO: -10.49 eV

Last column: Löwdin charge in e.
Positions of all 12 atoms, in Å:
O (-1.3874, 2.1676, 0.8871)  0.081
C (-1.1173, 0.9986, 0.8625)  -0.223
C (0.2630, 0.4049, 0.6400)  -0.184
C (0.2290, -1.0668, 0.4265)  -0.084
C (0.8605, -0.2092, -0.6291)  -0.216
C (0.2422, -0.0765, -1.9248)  -0.186
N (-0.2485, 0.0548, -2.9638)  0.154
H (-1.8786, 0.2214, 1.1424)  0.132
H (1.0331, 0.8570, 1.2567)  0.147
H (-0.7839, -1.3595, 0.1507)  0.115
H (0.8087, -1.7692, 1.0213)  0.117
H (1.9505, -0.2059, -0.6846)  0.146



This record from the Open Molecules 2025 dataset describes a cluster of 8 separate species, C32H48O24 in total at a distorted geometry. The level of theory is ωB97M-V/def2-TZVPD.

Results
* DFT total energy: -3053.5705 hartree
* ΔE to the lowest compared entry with this formula, charge and spin: 309.92 kcal/mol
* molar mass: 816.71 g/mol
* LUMO energy: -0.25 eV
* Kohn-Sham gap: 9.91 eV
* HOMO: -10.17 eV

Last column: Löwdin charge in e.
Positions of all 104 atoms, in Å:
C (-0.4150, -1.7079, 1.1298)  0.034
C (-1.2257, -0.6313, 0.3494)  -0.218
C (-0.4704, 0.5947, -0.2407)  -0.057
O (-0.4636, 0.3458, -1.6317)  0.107
C (-1.2104, -0.6871, -1.8973)  -0.658
O (-1.6576, -0.9924, -2.9876)  0.121
O (-1.6565, -1.2550, -0.8605)  0.112
H (-0.9762, -2.4662, 1.2670)  0.001
H (-0.1284, -1.2753, 2.2082)  0.139
H (0.3084, -2.1636, 0.5282)  0.056
H (-1.9014, -0.2804, 1.0284)  0.106
H (0.5370, 0.6824, 0.0375)  0.111
H (-1.0139, 1.5043, -0.0456)  0.099
C (1.7262, -3.2386, -2.3704)  -0.036
C (0.9127, -4.2561, -1.7650)  -0.332
C (1.4287, -5.7135, -2.0588)  0.027
O (1.8417, -6.0347, -0.6888)  0.135
C (1.4092, -5.2258, 0.1357)  -0.662
O (1.5887, -5.2899, 1.3903)  0.071
O (0.8103, -4.1856, -0.3455)  0.121
H (1.4696, -3.0260, -3.4932)  0.148
H (2.7328, -3.4132, -2.1963)  0.075
H (1.3420, -2.3045, -2.0666)  0.064
H (0.0598, -4.0042, -2.3465)  0.136
H (2.2937, -5.8344, -2.6319)  0.118
H (0.4802, -6.2087, -2.3685)  0.149
C (-0.4879, -0.1763, -6.9894)  -0.022
C (-1.5929, 0.3328, -6.0371)  -0.252
C (-1.1382, 1.6330, -5.4137)  -0.175
O (-1.8512, 2.6378, -5.9366)  0.059
C (-2.8037, 2.1272, -6.8512)  -0.464
O (-3.6784, 2.7747, -7.4298)  0.123
O (-2.5697, 0.8300, -6.9700)  0.092
H (-0.8251, -1.0679, -7.6111)  0.090
H (0.0610, -0.8534, -6.2798)  0.089
H (-0.0790, 0.6498, -7.7257)  0.141
H (-1.8004, -0.2999, -5.3975)  0.042
H (-0.2148, 1.9546, -5.2817)  0.094
H (-1.5235, 1.6141, -4.3530)  0.146
C (2.7712, -0.3468, 5.9537)  -0.048
C (2.4879, -1.2156, 4.8254)  -0.373
C (2.9820, -0.8257, 3.4347)  -0.038
O (4.2117, -1.6288, 3.3064)  0.052
C (4.3059, -2.5303, 4.2071)  -0.632
O (5.1914, -3.3004, 4.2864)  0.177
O (3.2803, -2.3510, 5.0794)  0.072
H (2.3472, 0.6756, 5.6529)  0.090
H (3.8493, 0.1574, 5.9979)  0.145
H (2.2035, -0.7236, 6.8680)  0.118
H (1.4495, -1.5055, 4.7717)  0.152
H (3.1453, 0.2974, 3.1988)  0.154
H (2.5010, -1.1580, 2.5134)  0.118
C (-5.0553, -3.2412, -1.3480)  -0.001
C (-4.6856, -2.8599, 0.1720)  -0.286
C (-5.3333, -1.4528, 0.6039)  -0.066
O (-6.1988, -1.9817, 1.6550)  -0.014
C (-6.1530, -3.3904, 1.7776)  -0.544
O (-6.8964, -3.9292, 2.5102)  0.184
O (-5.1574, -3.8744, 1.0306)  0.092
H (-4.5130, -2.4178, -1.7931)  0.063
H (-6.0765, -3.4527, -1.3833)  0.068
H (-4.3239, -3.9093, -1.8756)  0.095
H (-3.5444, -2.5439, 0.1892)  0.155
H (-5.7810, -1.1103, -0.2927)  0.097
H (-4.6710, -0.7053, 1.3079)  0.172
C (7.2232, 0.2612, 1.1110)  -0.025
C (6.3749, -0.5069, 0.1327)  -0.244
C (5.8843, -1.8847, 0.7134)  -0.055
O (4.5268, -1.9435, 0.3169)  0.108
C (4.1951, -0.7617, -0.0851)  -0.619
O (3.0295, -0.4224, -0.4842)  0.041
O (5.0988, 0.1128, -0.3530)  0.128
H (6.5562, 0.5221, 1.9592)  0.098
H (7.7444, 1.0816, 0.5791)  0.094
H (7.9753, -0.3519, 1.6745)  0.108
H (6.8933, -0.7444, -0.7766)  0.138
H (5.9528, -1.8898, 1.7393)  0.084
H (6.3748, -2.7199, 0.2034)  0.149
C (-0.8324, 4.1606, -0.7473)  0.025
C (-2.3334, 4.4466, -0.4786)  -0.288
C (-2.7043, 5.6969, 0.2557)  -0.102
O (-3.6601, 6.2661, -0.5654)  0.102
C (-3.8624, 5.5681, -1.6746)  -0.547
O (-4.6033, 5.7802, -2.6919)  0.085
O (-3.1825, 4.4899, -1.6206)  0.118
H (-0.7862, 4.9947, -1.5074)  0.129
H (-0.7169, 3.2419, -1.2134)  0.046
H (-0.2168, 4.3505, 0.0412)  0.031
H (-2.6596, 3.4264, -0.1230)  0.160
H (-1.8889, 6.3665, 0.4384)  0.139
H (-3.2918, 5.5365, 1.0339)  0.090
C (-0.3628, 5.4009, 3.1974)  0.025
C (-0.5438, 4.0633, 3.8628)  -0.347
C (-1.7582, 3.2567, 3.3764)  -0.080
O (-1.1908, 2.1906, 2.6853)  0.092
C (0.0620, 2.0360, 3.0094)  -0.530
O (0.7321, 1.0374, 2.8480)  0.146
O (0.4436, 3.1655, 3.6273)  0.107
H (0.0081, 5.2343, 2.0003)  0.169
H (0.3832, 5.8506, 3.7109)  0.053
H (-1.1121, 5.9665, 3.2299)  0.000
H (-0.7025, 4.1852, 4.9675)  0.175
H (-2.4793, 3.9243, 2.9051)  0.134
H (-2.2247, 2.8463, 4.2495)  0.131



This record from the Open Molecules 2025 dataset describes a cluster of 3 separate species, C38H40N4O4SSi in total at a distorted geometry. The level of theory is ωB97M-V/def2-TZVPD.

Results
* DFT total energy: -2679.6752 hartree
* molar mass: 676.91 g/mol
* LUMO energy: -1.16 eV
* Kohn-Sham gap: 7.06 eV
* HOMO: -8.22 eV

Last column: Löwdin charge in e.
Positions of all 88 atoms, in Å:
C (3.2193, -0.7034, -0.8947)  -0.058
C (2.2668, -1.5591, -1.3447)  -0.243
Si (0.9198, -0.9484, -2.5088)  0.217
S (0.1365, -2.5631, -3.6985)  0.486
C (1.6787, 0.4442, -3.5249)  -0.281
C (3.0436, 0.1169, -4.2018)  -0.251
C (3.0036, 0.5759, -5.6805)  -0.189
C (2.1724, -0.3940, -6.5178)  -0.235
N (3.0207, -1.2992, -7.2993)  -0.012
C (2.2455, -2.2876, -8.0282)  -0.559
N (2.2842, -2.2972, -9.2725)  0.150
N (1.4757, -3.2362, -7.3189)  0.097
N (-0.4907, -0.3032, -1.6549)  -0.139
C (-0.9776, 1.0039, -2.1234)  -0.296
C (-2.3448, 1.3874, -1.5048)  -0.233
C (-2.1798, 2.6215, -0.5987)  -0.101
H (4.2498, -0.8157, -1.2232)  0.066
H (2.9962, 0.0676, -0.1643)  0.062
H (2.2903, -2.6080, -1.0536)  0.056
H (1.2611, -3.2568, -3.9616)  -0.204
H (1.8321, 1.3184, -2.8947)  0.080
H (0.9554, 0.7515, -4.2768)  0.066
H (3.3208, -0.9343, -4.1220)  0.092
H (3.8009, 0.7093, -3.6972)  0.098
H (3.9991, 0.7297, -6.0867)  0.109
H (2.4834, 1.5277, -5.6529)  0.102
H (1.5276, -0.9836, -5.8576)  0.066
H (1.4994, 0.1432, -7.1828)  0.122
H (3.7067, -1.7811, -6.7236)  0.114
H (2.9029, -1.5313, -9.5333)  0.055
H (1.8757, -3.3752, -6.3989)  0.052
H (0.5332, -2.8736, -7.2144)  0.082
H (-0.2992, -0.2921, -0.6594)  0.073
H (-1.1254, 0.9262, -3.1950)  0.100
H (-0.2763, 1.7987, -1.8702)  0.094
H (-2.9976, 1.6919, -2.3190)  0.099
H (-2.8247, 0.5540, -1.0051)  0.070
H (-1.1935, 2.6586, -0.1410)  0.064
H (-2.2640, 3.5095, -1.2179)  0.072
H (-2.9236, 2.6875, 0.1914)  0.062
C (-9.8279, 2.8863, 3.8613)  -0.057
C (-9.1995, 3.8889, 3.1294)  -0.057
C (-8.2358, 3.5639, 2.1906)  -0.003
C (-7.8870, 2.2348, 1.9862)  -0.083
C (-8.5017, 1.2303, 2.7369)  -0.082
C (-9.4798, 1.5608, 3.6664)  -0.002
C (-8.1096, -0.1964, 2.5672)  -0.277
O (-8.6468, -1.0699, 3.2164)  0.106
C (-7.0371, -0.5233, 1.5880)  -0.083
C (-6.6163, -1.8405, 1.4530)  -0.001
C (-5.6286, -2.1607, 0.5372)  -0.052
C (-5.0617, -1.1674, -0.2554)  -0.054
C (-5.4742, 0.1473, -0.1214)  -0.006
C (-6.4550, 0.4760, 0.8053)  -0.079
C (-6.8614, 1.8994, 0.9603)  -0.276
O (-6.3649, 2.7670, 0.2711)  0.104
H (-10.5873, 3.1422, 4.5887)  0.107
H (-9.4651, 4.9254, 3.2919)  0.107
H (-7.7501, 4.3415, 1.6170)  0.120
H (-9.9636, 0.7807, 4.2381)  0.121
H (-7.0596, -2.6125, 2.0670)  0.121
H (-5.2987, -3.1866, 0.4372)  0.108
H (-4.2938, -1.4213, -0.9756)  0.107
H (-5.0315, 0.9193, -0.7351)  0.104
C (6.7045, -3.8079, 3.2271)  -0.055
C (5.9448, -3.3439, 2.1579)  -0.054
C (5.3487, -2.0962, 2.2192)  0.000
C (5.5001, -1.3099, 3.3543)  -0.080
C (6.2436, -1.7854, 4.4365)  -0.081
C (6.8529, -3.0316, 4.3637)  -0.001
C (6.3793, -0.9787, 5.6808)  -0.277
O (7.0288, -1.3890, 6.6199)  0.109
C (5.6921, 0.3406, 5.7467)  -0.082
C (5.7595, 1.0852, 6.9172)  -0.001
C (5.1368, 2.3195, 6.9883)  -0.055
C (4.4504, 2.8205, 5.8868)  -0.056
C (4.3755, 2.0807, 4.7194)  -0.002
C (4.9872, 0.8355, 4.6472)  -0.083
C (4.8694, 0.0373, 3.3970)  -0.273
O (4.2707, 0.4735, 2.4342)  0.096
H (7.1767, -4.7802, 3.1738)  0.108
H (5.8198, -3.9578, 1.2753)  0.108
H (4.7617, -1.7328, 1.3861)  0.100
H (7.4387, -3.3932, 5.1977)  0.121
H (6.2963, 0.6967, 7.7718)  0.121
H (5.1866, 2.8958, 7.9029)  0.108
H (3.9701, 3.7887, 5.9425)  0.108
H (3.8385, 2.4668, 3.8638)  0.120